# 1
82
Properties=species:S:1:pos:R:3:forces:R:3 method="wB97M-V/def2-TZVPD" orbital_gap_ev=8.6 largest_force_ha_per_bohr=0.015 e_homo_ev=-8.29 de_lowest_kcal_mol=3.78 energy_ha=-4684.81697
In 0.3489 -0.3801 -0.1765 0.48 -0.50 -0.38
C -1.8809 2.4679 1.9819 0.06 0.00 -0.27
C -2.9977 1.5458 1.4927 0.21 -0.10 0.02
S -2.5053 0.2121 0.3452 0.11 0.55 -0.08
C -3.5312 0.6228 -1.1101 0.13 -0.24 0.11
C -3.5582 2.0347 -1.6774 0.19 0.05 -0.08
S -2.0022 2.6489 -2.3884 -0.02 -0.04 0.13
C -1.9135 4.2868 -1.6126 -0.06 -0.18 -0.02
C -1.9376 4.3206 -0.0861 0.19 -0.09 0.02
S -0.8001 3.1352 0.6903 -0.01 -0.03 0.14
H -1.2371 1.9315 2.6697 -0.02 0.04 0.02
H -2.3169 3.3064 2.5266 -0.06 -0.05 0.07
H -3.7716 2.1158 0.9842 -0.09 -0.03 0.01
H -3.4560 1.0486 2.3470 -0.01 0.08 0.07
H -4.5509 0.3522 -0.8324 -0.04 -0.04 -0.04
H -3.1898 -0.0886 -1.8607 -0.07 -0.03 -0.06
H -3.8774 2.7595 -0.9318 -0.10 -0.04 -0.01
H -4.3049 2.0364 -2.4721 -0.09 0.01 0.05
H -2.7307 4.8963 -2.0008 0.06 0.11 0.00
H -0.9774 4.6997 -1.9907 0.00 0.03 0.01
H -2.9395 4.1220 0.2934 -0.01 0.03 -0.02
H -1.6561 5.3202 0.2482 -0.11 0.05 -0.05
S 4.9559 -0.9582 1.2722 0.04 0.03 -0.11
C 4.2802 -2.3923 1.9636 -0.08 0.13 0.05
C 4.8378 -3.2634 2.8922 0.00 -0.07 0.06
C 4.0588 -4.3108 3.3466 0.08 0.04 -0.02
C 2.7520 -4.4881 2.8782 0.00 -0.03 0.01
C 2.2069 -3.6235 1.9534 -0.13 0.04 -0.01
C 2.9727 -2.5556 1.4971 0.00 0.01 -0.01
N 2.5552 -1.5875 0.5962 -0.12 0.18 -0.04
C 3.4803 -0.7102 0.3807 0.15 -0.04 0.12
C 3.3108 0.4126 -0.5534 -0.04 0.20 -0.22
C 4.4187 1.1192 -1.0262 0.01 -0.14 0.12
C 4.2548 2.1446 -1.9398 0.03 0.04 -0.03
C 2.9850 2.4637 -2.4003 -0.10 -0.03 0.01
C 1.8786 1.7564 -1.9389 0.20 0.06 0.08
C 2.0285 0.7362 -1.0069 -0.44 -0.12 0.32
H 5.8464 -3.1173 3.2584 -0.04 -0.01 0.00
H 4.4647 -4.9959 4.0805 -0.02 0.01 -0.03
H 2.1607 -5.3120 3.2576 0.00 0.01 -0.02
H 1.1963 -3.7329 1.5876 0.06 0.00 0.04
H 5.4145 0.8502 -0.6881 -0.03 0.04 -0.03
H 5.1201 2.6889 -2.2976 -0.03 -0.01 0.00
H 2.8530 3.2655 -3.1185 0.01 -0.03 0.03
H 0.8928 2.0113 -2.3058 -0.04 0.00 0.00
C 0.0096 -1.1981 -5.8168 0.02 -0.04 0.11
N 0.2678 -2.0819 -4.7029 -0.05 0.00 0.04
C 1.0504 -3.3055 -4.8709 -0.04 0.13 -0.03
C 1.1054 -3.8746 -3.4474 -0.02 0.19 0.05
N 0.6453 -2.7454 -2.6432 0.00 -0.13 -0.32
C 0.0967 -1.7882 -3.3976 0.14 -0.18 -0.13
S -0.6849 -0.4032 -2.8077 -0.08 -0.04 -0.17
H -0.6346 -1.6875 -6.5491 0.01 -0.01 0.00
H 0.9459 -0.9107 -6.3030 0.00 -0.01 0.01
H -0.4857 -0.3047 -5.4463 -0.01 0.00 0.01
H 2.0455 -3.0653 -5.2569 0.00 0.03 0.00
H 0.5637 -3.9791 -5.5760 0.00 0.00 -0.03
H 2.1120 -4.1718 -3.1618 0.01 -0.03 0.02
H 0.4412 -4.7316 -3.3258 -0.04 -0.02 0.01
H 0.3363 -2.8247 -1.6635 0.09 0.10 0.18
C -0.8479 -5.1117 0.3366 0.06 -0.06 -0.01
Si -1.4127 -3.3236 0.4729 -0.42 -0.12 0.14
C -3.0351 -3.1930 -0.4706 -0.07 -0.01 0.00
C -1.6923 -2.9210 2.2856 0.10 0.09 -0.10
O -0.2866 -2.3545 -0.2036 0.08 0.54 0.47
H -1.6814 -5.7786 0.5871 0.09 0.06 -0.03
H -0.0276 -5.3388 1.0235 -0.06 -0.03 -0.08
H -0.5118 -5.3644 -0.6752 -0.04 0.02 0.06
H -3.6836 -4.0522 -0.2652 0.05 0.07 -0.02
H -2.8599 -3.1523 -1.5515 0.01 -0.02 0.06
H -3.5798 -2.2878 -0.1861 0.03 -0.11 -0.04
H -2.0754 -3.7778 2.8471 0.01 0.02 -0.06
H -2.4065 -2.1014 2.3964 0.03 0.00 0.02
H -0.7539 -2.6038 2.7535 -0.06 -0.04 0.03
F 2.4663 2.0420 4.5730 -0.02 0.06 -0.08
C 1.7595 2.0301 3.4416 0.08 -0.13 -0.10
F 2.6003 2.1796 2.4094 -0.07 0.06 0.13
F 0.9215 3.0667 3.4665 -0.02 0.00 -0.07
S 0.8786 0.4114 3.3045 -0.12 -0.05 -0.06
O -0.2749 0.5223 4.1532 0.01 0.08 -0.01
O 1.9024 -0.5164 3.6681 0.08 -0.36 -0.23
O 0.4886 0.3798 1.8636 -0.03 0.06 0.32


# 2
117
Properties=species:S:1:pos:R:3:forces:R:3 method="wB97M-V/def2-TZVPD" orbital_gap_ev=7.4 largest_force_ha_per_bohr=0.073 total_charge=+1 e_homo_ev=-10.42 de_lowest_kcal_mol=33.35 energy_ha=-7708.38447
Ta -0.6669 -0.2863 0.0935 -0.22 0.58 0.00
C -1.2690 3.0486 -2.0829 1.69 -0.48 1.07
Si -2.3935 2.6660 -0.6108 -0.37 1.08 -0.98
C -1.9098 3.8098 0.8664 -0.31 -0.87 -0.68
C -4.1737 2.9887 -1.2690 0.14 -0.83 0.24
N -2.2725 0.9424 -0.2453 -1.04 -0.16 0.37
C -3.4605 0.2300 0.2358 2.80 1.13 -0.34
C -4.3572 0.7038 1.1668 -1.63 -1.51 -0.99
C -5.4078 -0.1316 1.5825 -0.23 1.28 0.78
C -5.4772 -1.4714 1.1860 0.80 0.65 0.02
C -4.5228 -1.9468 0.2742 -0.82 0.02 0.68
C -3.5286 -1.0785 -0.1398 -0.38 -2.26 -0.20
O -2.4091 -1.6750 -0.8029 -0.05 0.82 -0.53
C -2.5998 -1.9949 -2.2031 -0.48 -0.37 1.73
C -2.7673 -3.3339 -2.4850 0.45 -0.34 -1.24
C -2.8749 -3.6695 -3.8525 -1.36 -1.41 0.30
C -2.9805 -2.6985 -4.8227 1.07 0.42 -1.68
C -2.8274 -1.3478 -4.4461 -0.59 -0.66 -1.48
C -2.7084 -0.9849 -3.1310 0.37 0.26 -0.12
H -1.2234 4.0855 -2.3773 -0.50 0.54 0.02
H -1.4822 2.4677 -2.9842 0.09 -0.13 0.17
H -0.1914 2.8797 -1.7428 -1.25 -0.10 -0.62
H -2.0789 4.8753 0.6146 0.07 -0.59 0.29
H -0.8589 3.6322 1.1423 -0.21 0.20 -0.16
H -2.5152 3.4774 1.7213 0.05 0.45 -0.05
H -4.8998 3.0726 -0.4834 -0.41 -0.07 0.72
H -4.5578 2.1499 -1.8894 0.46 0.40 0.18
H -4.3291 3.9091 -1.8157 0.49 0.25 -0.37
H -4.3622 1.7329 1.3417 0.02 1.38 0.82
H -6.1693 0.3683 2.2553 0.90 -1.10 -0.74
H -6.1487 -2.1271 1.7095 -0.43 -0.22 -0.38
H -4.5770 -2.9844 -0.0677 0.27 0.38 0.14
H -2.7603 -4.1357 -1.7405 0.10 0.57 -0.16
H -3.0912 -4.7274 -4.1548 0.57 1.02 0.49
H -3.0230 -2.9913 -5.9421 -0.15 0.59 2.14
H -2.8608 -0.5877 -5.2268 -0.05 -0.09 0.28
H -2.6932 0.0664 -2.8866 0.17 0.03 0.40
Br 2.6663 5.8008 -2.2369 -0.48 -0.11 0.02
C 2.9494 7.5755 -1.6566 0.79 -0.16 -0.16
C 1.8976 8.3330 -1.1925 -0.87 -0.85 0.50
C 2.0684 9.6567 -0.7782 -0.17 -1.53 -0.40
C 3.3536 10.1441 -0.7701 0.73 0.13 -0.04
C 4.4497 9.3455 -1.1428 -0.24 0.26 0.13
C 4.2539 8.0726 -1.6535 0.00 0.13 -0.09
I 5.8835 7.0150 -2.4736 -0.23 0.32 0.34
H 0.9515 7.7763 -1.0378 0.44 0.80 -0.39
H 1.1614 10.1348 -0.4517 0.22 0.67 0.14
H 3.5645 11.1568 -0.4808 -0.02 0.26 0.26
H 5.4612 9.7142 -0.9900 -0.22 0.09 -0.31
C 3.2275 1.1718 3.2975 0.29 -1.10 -0.48
N 3.0668 1.0072 1.8600 0.01 0.18 -0.41
C 4.3138 0.7198 1.1571 0.03 -0.81 0.34
C 2.2226 2.0329 1.2494 0.53 0.47 0.06
C 1.9993 1.7270 -0.1900 -1.26 -0.99 -0.37
C 2.6998 2.4228 -1.1386 -0.07 -0.51 -0.41
C 2.5912 2.1027 -2.4825 0.11 -0.31 -1.29
C 1.6797 1.1618 -2.9846 -0.13 0.06 -1.04
C 0.8800 0.5498 -2.0271 -0.25 -0.34 1.75
C 1.0478 0.7472 -0.6217 0.41 0.92 -0.51
H 3.3450 0.1299 3.7218 0.69 1.30 -0.10
H 2.2554 1.4463 3.6307 -0.60 0.63 0.67
H 3.9887 1.9478 3.5924 -0.48 -0.89 -0.04
H 4.6559 -0.2642 1.5398 0.30 0.74 0.21
H 5.1135 1.5074 1.2406 -0.60 -0.58 -0.04
H 4.1245 0.4597 0.1118 -0.04 0.55 -0.01
H 2.6852 3.0604 1.2750 -0.35 -0.56 0.33
H 1.2310 2.0581 1.7241 0.43 0.00 0.29
H 3.3759 3.1851 -0.8213 0.44 0.41 0.04
H 3.2791 2.5786 -3.1800 -0.27 0.10 0.05
H 1.5560 0.9656 -4.1118 0.31 0.35 2.01
H 0.0331 -0.1315 -2.2289 0.30 0.13 -1.03
C -0.7419 1.0645 3.7382 0.24 -1.49 0.27
C -0.7810 -0.4498 3.2736 -0.73 0.91 0.10
C -2.0902 -1.1809 3.5988 -0.29 -0.29 1.32
C 0.3162 -1.1914 4.0093 1.87 0.45 0.66
N -0.6023 -0.4194 1.8436 0.38 -0.56 -0.25
H -1.2422 1.2125 4.6841 0.19 -0.32 0.66
H -1.2908 1.7156 3.1011 -0.19 0.42 -1.08
H 0.3162 1.3423 3.8089 -0.46 0.25 -0.02
H -2.2150 -1.1597 4.7209 0.05 0.04 -1.00
H -1.9428 -2.2676 3.3626 -0.49 0.94 -0.20
H -3.0088 -0.7271 3.1692 0.67 -0.44 -0.04
H 0.3774 -0.7623 5.0456 -0.24 -0.84 -0.68
H 1.3086 -0.9637 3.5868 -0.29 0.24 -0.14
H 0.3133 -2.2942 4.0013 -0.69 0.47 0.15
C 0.3250 -5.2911 -4.2729 1.01 0.48 1.54
C 0.6965 -3.9219 -4.2490 -0.59 -0.56 -1.47
C 0.7338 -3.1317 -3.1435 -0.60 0.90 1.99
C 0.4350 -3.8088 -1.9494 -0.11 0.84 1.69
C 0.1868 -5.1737 -1.8429 0.79 1.14 -3.48
C 0.1957 -5.9473 -3.0419 -0.33 0.74 0.92
As 0.3826 -2.7616 -0.2273 -0.28 -0.98 -1.20
C 2.0852 -3.1019 0.5735 -1.19 -0.13 1.04
C 3.3300 -2.7487 0.1569 0.50 1.14 -1.81
C 4.4282 -3.1837 0.8462 0.98 -0.77 0.94
C 4.2447 -3.9881 1.9577 0.12 0.33 0.77
C 2.9770 -4.3325 2.4173 1.26 0.21 0.83
C 1.8782 -3.8241 1.7609 -0.49 -0.88 -0.54
C 0.4831 -4.2407 2.0400 -0.08 -0.15 -0.01
C 0.1209 -4.9815 3.1686 -0.63 0.16 0.70
C -1.1806 -5.4586 3.3015 0.54 0.93 -1.84
C -2.0849 -5.1704 2.2637 0.44 -0.70 1.79
C -1.7647 -4.4174 1.1880 -1.62 1.96 -2.69
C -0.4809 -3.9276 1.0590 1.42 -0.05 0.38
H 0.2643 -5.8110 -5.2140 0.06 -0.11 -0.07
H 0.8942 -3.4282 -5.1700 0.05 0.11 -0.89
H 0.8358 -1.9797 -3.1164 0.18 -2.23 -0.43
H -0.0246 -5.5934 -0.9261 -0.28 -1.02 1.82
H 0.0847 -7.0200 -2.8794 -0.20 0.21 -0.65
H 3.4723 -2.1232 -0.7388 -0.17 -0.34 0.39
H 5.4678 -2.9846 0.6072 -0.30 0.39 -0.45
H 5.1032 -4.2306 2.5879 -0.17 -0.28 -0.43
H 2.9964 -4.9249 3.3403 -0.70 0.17 -0.46
H 0.7698 -5.0722 4.0382 0.27 -0.20 -0.46
H -1.5024 -6.0294 4.1364 -0.13 -0.29 0.65
H -3.0726 -5.4771 2.4193 -1.41 -0.53 -0.07
H -2.6004 -4.0779 0.4283 1.84 -0.90 1.64


# 3
78
Properties=species:S:1:pos:R:3:forces:R:3 method="wB97M-V/def2-TZVPD" orbital_gap_ev=8.6 largest_force_ha_per_bohr=0.032 e_homo_ev=-9.54 smiles="C[C@H](I)CC1=C(CN)C(=O)OC1=O.ClC(Cl)Cl.ClC(Cl)Cl.ClC(Cl)Cl.ClC(Cl)Cl.ClC(Cl)Cl.ClC(Cl)Cl.ClC(Cl)Cl.ClC(Cl)Cl.ClC(Cl)Cl.ClC(Cl)Cl.ClC(Cl)Cl" de_lowest_kcal_mol=0.00 energy_ha=-16501.03032
C -6.5535 -1.1327 0.7399 0.21 0.26 -1.04
C -5.6547 -0.6947 -0.4252 0.12 -0.38 1.09
I -6.5655 -1.1560 -2.3159 0.06 0.19 0.08
C -4.3202 -1.4462 -0.3098 -0.17 0.50 -0.41
C -3.1380 -0.7652 -0.9326 0.51 -0.08 -0.41
C -1.9008 -1.2577 -1.0539 -0.44 -0.33 -0.33
C -1.3483 -2.5635 -0.5890 0.54 0.81 0.59
N -0.5771 -2.3047 0.6570 -0.39 0.36 -0.56
C -1.0369 -0.2514 -1.7289 0.48 -0.72 -0.16
O 0.1347 -0.3815 -1.9630 -0.63 0.54 0.02
O -1.7981 0.8447 -2.0543 -0.56 -1.45 0.48
C -3.0879 0.5940 -1.5419 -0.59 1.12 -0.12
O -3.9118 1.4567 -1.6274 0.40 -0.59 0.07
H -7.5424 -0.7101 0.5781 -0.15 -0.21 0.28
H -6.5804 -2.2205 0.7706 -0.24 0.19 0.12
H -6.1262 -0.7245 1.6565 -0.06 -0.11 0.12
H -5.5178 0.3789 -0.3711 -0.01 0.05 -0.36
H -4.0808 -1.6302 0.7419 -0.12 0.14 0.10
H -4.4729 -2.4268 -0.7628 0.26 -0.10 0.03
H -2.1468 -3.2770 -0.4044 0.07 -0.16 -0.05
H -0.6107 -2.9507 -1.2859 -0.43 -0.07 -0.33
H 0.1253 -1.5862 0.4134 -0.77 -0.73 0.35
H -1.2158 -1.8635 1.3157 0.20 -0.05 0.18
Cl 2.1131 -1.0837 0.9705 0.86 0.29 0.16
C 2.1823 -1.5989 2.6669 -0.16 -0.13 -0.15
Cl 1.0246 -0.6953 3.6483 -0.04 0.04 -0.10
Cl 1.9164 -3.3319 2.8137 0.06 0.04 0.00
H 3.1733 -1.3811 3.0478 -0.19 -0.02 -0.43
Cl 3.3137 3.3005 -0.3634 0.26 -0.21 -0.09
C 3.3333 1.7367 -1.1804 0.07 0.09 -0.18
Cl 2.9086 1.9177 -2.8825 0.03 -0.04 0.26
Cl 4.9077 0.9515 -1.0034 0.03 -0.06 0.04
H 2.5891 1.1058 -0.7111 0.01 0.01 -0.01
Cl 1.1758 3.0279 -5.3931 -0.05 0.10 -0.22
C -0.4498 3.6099 -5.0248 -0.03 -0.03 0.12
Cl -1.4811 3.5465 -6.4562 0.01 0.02 0.03
Cl -1.1410 2.6715 -3.7012 0.23 0.45 -0.53
H -0.3721 4.6426 -4.7115 0.01 0.01 -0.05
Cl 1.1509 -4.6171 -0.7287 0.20 -0.22 0.12
C 1.2454 -5.9761 -1.8472 -0.02 0.10 -0.04
Cl -0.1529 -7.0373 -1.6569 0.01 -0.02 0.01
Cl 1.3735 -5.4083 -3.5130 0.02 -0.01 0.00
H 2.1350 -6.5460 -1.6155 0.00 -0.02 -0.01
Cl -4.8992 1.9624 2.6892 0.03 0.00 -0.04
C -6.4370 2.7878 2.9642 -0.04 -0.04 0.04
Cl -7.7426 2.0001 2.0794 0.01 0.04 -0.01
Cl -6.8035 2.8642 4.6863 0.01 0.02 -0.02
H -6.3425 3.7995 2.5932 0.01 0.00 -0.01
Cl -8.9686 -4.0904 0.2107 0.02 -0.02 -0.03
C -8.2688 -5.0869 1.4853 -0.08 0.08 0.02
Cl -6.8229 -4.3204 2.1507 0.02 -0.25 0.14
Cl -9.4489 -5.3995 2.7564 0.02 -0.03 0.00
H -7.9776 -6.0348 1.0536 0.01 0.00 0.00
Cl -2.0334 3.7501 1.0656 -0.04 0.01 0.02
C -0.6534 3.7777 -0.0311 0.03 -0.05 0.05
Cl 0.6470 4.7809 0.6089 -0.36 0.31 -0.19
Cl -0.0819 2.1381 -0.3372 0.45 0.42 0.49
H -0.9782 4.2045 -0.9718 0.00 -0.06 -0.03
Cl 3.9437 -1.0727 5.0946 0.27 0.15 0.65
C 5.5365 -1.1275 5.8600 0.10 -0.08 -0.09
Cl 5.9129 -2.7613 6.4013 -0.02 0.02 0.01
Cl 6.7744 -0.5282 4.7572 -0.02 0.02 0.02
H 5.5124 -0.4802 6.7264 -0.02 0.01 0.00
Cl 9.6488 2.4929 -2.8615 0.02 0.05 0.00
C 8.9282 1.9615 -1.3403 0.01 -0.06 0.03
Cl 8.9647 0.2029 -1.2129 -0.04 0.01 -0.01
Cl 9.7471 2.7066 0.0316 -0.02 0.01 -0.01
H 7.8932 2.2788 -1.3306 -0.01 0.00 -0.01
Cl 7.4868 2.7238 -5.9107 0.00 0.01 0.00
C 8.7052 1.5603 -6.4295 -0.06 -0.01 -0.04
Cl 8.0229 -0.0636 -6.5169 0.02 0.00 0.03
Cl 9.4029 2.0307 -7.9807 0.02 0.00 0.02
H 9.4971 1.5517 -5.6923 0.00 -0.01 0.01
Cl 0.3921 3.1082 6.1628 0.01 0.02 0.00
C 1.6622 3.8340 5.1724 -0.05 -0.13 -0.07
Cl 3.1460 2.8828 5.2663 0.05 -0.01 0.03
Cl 1.1407 3.9955 3.4974 0.06 -0.02 0.29
H 1.8688 4.8216 5.5623 0.00 0.00 0.01